The following is a DFT calculation (the ωB97M-V functional and the def2-TZVPD basis) of a cluster of 2 separate species, CH3F3P2 in total.

The geometry in XYZ format:
```
9
CH3F3P2 the ωB97M-V functional and the def2-TZVPD basis
P 0.91527 0.59066 -0.19951
P -2.07661 -0.39205 0.44836
F -2.66356 0.80577 -0.50773
F -0.58030 -0.99694 -1.72461
F 0.12061 -2.08049 0.39842
C -0.48872 -0.51772 -0.50787
H -2.68608 -1.40101 -0.31930
H 0.79110 0.48841 1.18531
H 1.86820 -0.41287 -0.33107
```

As for the spin multiplicity: 1. Its HOMO energy is -10.6 eV. For the relative energy (zero: lowest compared OMol25 entry of this formula, charge and spin), the calculation gives 25.00 kcal/mol. The largest force on an atom comes out at 3.74 eV/Å.